No. 1
DFT (wB97M-V/def2-TZVPD) results for a molecular structure, C44H46CeF2N10O9PS2 in a non-equilibrium geometry.

Frontier orbital gap (alpha / beta), eV: 7.167 / 7.190
Total charge: -1

Geometry (Å):
Ce: -0.212 0.157 0.169
F: 3.744 -0.688 4.745
C: 3.572 -0.586 3.383
C: 2.303 -0.546 2.838
C: 2.092 -0.391 1.454
C: 3.278 -0.286 0.678
C: 4.536 -0.405 1.255
F: 5.677 -0.433 0.478
C: 4.722 -0.558 2.613
C: 3.158 0.050 -0.748
C: 4.038 0.971 -1.323
C: 3.880 1.331 -2.642
C: 2.865 0.729 -3.367
C: 2.046 -0.180 -2.721
N: 2.167 -0.519 -1.444
H: 1.454 -0.629 3.507
H: 5.709 -0.654 3.040
H: 4.809 1.428 -0.726
H: 4.535 2.064 -3.093
H: 2.687 0.977 -4.401
H: 1.255 -0.670 -3.268
N: -6.705 -5.027 0.964
C: -5.593 -4.246 1.286
C: -5.738 -2.935 1.738
C: -4.624 -2.164 2.028
C: -3.356 -2.689 1.862
C: -3.205 -3.978 1.387
C: -4.310 -4.753 1.095
S: -1.888 -1.712 2.290
O: -2.252 -0.326 2.076
O: -1.589 -2.063 3.659
N: -0.713 -2.026 1.252
C: 0.078 -3.074 1.433
N: 1.283 -3.012 0.828
C: 2.109 -4.011 1.020
C: 1.794 -5.122 1.794
C: 0.505 -5.139 2.296
N: -0.348 -4.153 2.119
H: -7.547 -4.769 1.451
H: -6.528 -6.021 0.980
H: -6.729 -2.517 1.852
H: -4.722 -1.146 2.370
H: -2.202 -4.355 1.273
H: -4.197 -5.762 0.716
H: 3.068 -3.928 0.523
H: 2.482 -5.931 1.973
H: 0.115 -5.984 2.857
O: -0.797 2.793 0.045
S: 0.365 2.537 -0.861
O: 0.788 3.754 -1.530
O: -0.063 1.490 -1.819
O: 1.430 1.955 -0.027
C: -3.765 2.406 2.424
C: -2.673 3.424 2.139
O: -1.485 3.156 2.851
P: -0.385 1.991 2.394
O: -0.303 1.164 3.811
C: -0.386 1.739 5.093
C: -1.774 1.547 5.695
O: 0.931 2.902 2.722
C: 1.377 3.980 1.926
C: 1.329 5.267 2.743
H: -4.640 2.615 1.816
H: -4.051 2.435 3.474
H: -3.390 1.415 2.184
H: -2.987 4.426 2.469
H: -2.450 3.449 1.071
H: -0.136 2.803 5.056
H: 0.353 1.227 5.720
H: -2.499 2.139 5.150
H: -1.778 1.852 6.740
H: -2.056 0.501 5.618
H: 0.776 4.072 1.020
H: 2.401 3.753 1.616
H: 0.312 5.431 3.088
H: 1.640 6.111 2.131
H: 1.980 5.187 3.614
C: 0.654 -3.680 -2.058
C: -0.426 -2.848 -2.629
N: -0.632 -1.586 -2.364
C: -1.623 -1.167 -3.208
C: -2.035 -2.208 -3.983
N: -1.280 -3.298 -3.601
C: -1.319 -4.614 -4.155
N: -0.178 -4.887 -4.992
N: 0.318 -6.150 -5.087
N: 1.316 -6.164 -5.895
C: 1.527 -4.906 -6.363
C: 2.475 -4.389 -7.253
C: 2.421 -3.037 -7.526
C: 1.463 -2.206 -6.944
C: 0.508 -2.691 -6.066
C: 0.552 -4.050 -5.785
H: 1.213 -3.040 -1.376
H: 1.302 -4.053 -2.852
H: 0.256 -4.537 -1.512
H: -1.941 -0.142 -3.213
H: -2.799 -2.288 -4.731
H: -2.241 -4.736 -4.744
H: -1.305 -5.367 -3.356
H: 3.219 -5.031 -7.698
H: 3.140 -2.602 -8.208
H: 1.475 -1.152 -7.181
H: -0.217 -2.034 -5.616
C: -5.509 -0.202 -0.979
C: -4.803 0.982 -0.844
C: -3.419 0.965 -0.732
C: -2.668 -0.225 -0.715
C: -3.429 -1.397 -0.872
C: -4.812 -1.397 -1.009
H: -6.592 -0.196 -1.057
H: -5.340 1.926 -0.812
H: -2.894 1.915 -0.689
H: -2.928 -2.363 -0.893
H: -5.350 -2.335 -1.117

No. 2
DFT (wB97M-V/def2-TZVPD) results for a molecular structure, C44H47BFeN12O2 in a non-equilibrium geometry.

Frontier orbital gap (alpha / beta), eV: 6.188 / 6.191
Energy above the lowest of the compared OMol25 structures with the same formula, charge and spin, kJ/mol: 108.7
Total charge: 0
Multiplicity: 5

Geometry (Å):
Fe: -1.052 -1.145 -0.371
C: 0.273 -2.996 2.545
C: 0.275 -1.502 2.563
C: 0.941 -0.710 3.497
C: 0.722 0.591 3.100
C: 1.208 1.817 3.804
N: -0.043 0.555 1.989
N: -0.327 -0.737 1.661
B: -0.750 1.746 1.305
N: -0.557 1.833 -0.239
N: -0.868 0.796 -1.041
C: -0.841 1.225 -2.297
C: -1.168 0.322 -3.443
C: -0.512 2.582 -2.316
C: -0.347 2.934 -0.990
C: -0.052 4.293 -0.451
N: -2.281 1.668 1.592
N: -3.076 0.718 1.033
C: -4.307 0.993 1.425
C: -5.502 0.191 1.003
C: -4.330 2.134 2.246
C: -3.012 2.536 2.332
C: -2.451 3.699 3.090
H: 0.825 -3.361 3.409
H: 0.776 -3.364 1.647
H: -0.738 -3.407 2.583
H: 1.517 -1.044 4.344
H: 1.255 1.610 4.872
H: 0.565 2.677 3.647
H: 2.212 2.079 3.466
H: -0.329 2.759 1.775
H: -1.265 -0.713 -3.105
H: -0.386 0.363 -4.202
H: -2.103 0.626 -3.920
H: -0.400 3.225 -3.175
H: -0.323 5.034 -1.201
H: 1.006 4.412 -0.225
H: -0.617 4.499 0.455
H: -5.538 0.062 -0.082
H: -6.409 0.713 1.305
H: -5.519 -0.797 1.471
H: -5.189 2.588 2.714
H: -3.265 4.219 3.593
H: -1.946 4.410 2.437
H: -1.733 3.379 3.845
N: -5.477 -1.325 -2.005
C: -4.166 -1.037 -1.951
N: -3.345 -1.505 -1.081
C: -3.833 -2.416 -0.125
N: -3.045 -3.205 0.514
N: -1.746 -3.039 0.026
C: -1.111 -4.134 -0.137
C: -0.086 -4.306 -1.194
C: 0.625 -5.490 -1.261
C: 1.412 -5.741 -2.375
C: 1.444 -4.798 -3.380
C: 0.695 -3.636 -3.220
N: -0.050 -3.382 -2.155
C: -5.287 -2.573 0.021
C: -5.873 -3.264 1.079
C: -7.240 -3.444 1.115
C: -8.038 -2.931 0.090
C: -7.474 -2.230 -0.954
C: -6.094 -2.049 -0.981
H: -6.048 -0.895 -2.713
H: -3.800 -0.343 -2.701
H: -1.446 -5.016 0.412
H: 0.550 -6.204 -0.450
H: 1.976 -6.661 -2.459
H: 2.025 -4.951 -4.280
H: 0.681 -2.890 -4.006
H: -5.233 -3.641 1.866
H: -7.695 -3.984 1.934
H: -9.109 -3.084 0.109
H: -8.095 -1.812 -1.739
C: 7.251 3.547 2.447
C: 6.005 3.077 1.733
C: 4.800 3.726 1.979
C: 3.653 3.340 1.304
C: 3.680 2.311 0.380
C: 4.881 1.655 0.123
N: 4.995 0.671 -0.854
C: 4.121 0.452 -1.946
C: 4.639 0.774 -3.207
C: 3.935 0.547 -4.375
C: 2.675 -0.030 -4.299
C: 2.173 -0.369 -3.055
C: 2.858 -0.149 -1.864
C: 2.228 -0.712 -0.580
O: 2.895 -0.714 0.444
O: 1.052 -1.209 -0.719
C: 6.050 2.027 0.816
C: 7.343 1.305 0.525
H: 7.036 4.447 3.021
H: 8.052 3.783 1.744
H: 7.633 2.793 3.139
H: 4.764 4.536 2.698
H: 2.721 3.852 1.502
H: 2.782 2.016 -0.149
H: 5.950 0.482 -1.103
H: 5.621 1.232 -3.255
H: 4.368 0.820 -5.330
H: 2.102 -0.223 -5.200
H: 1.217 -0.854 -2.953
H: 7.201 0.222 0.504
H: 8.092 1.511 1.284
H: 7.768 1.609 -0.440

No. 3
DFT (wB97M-V/def2-TZVPD) results for a molecular structure, C44H48AsN6O2Ta in a non-equilibrium geometry.

Frontier orbital gap, eV: 6.569
Energy above the lowest of the compared OMol25 structures with the same formula, charge and spin, kJ/mol: 42.6
Total charge: +2

Geometry (Å):
Ta: 0.419 0.551 0.676
C: 2.881 -2.172 1.011
C: 3.349 -2.010 -0.434
C: 2.467 -1.016 -1.199
N: 2.203 0.186 -0.395
C: 3.317 0.980 -0.180
C: 4.435 0.906 -0.979
C: 5.649 1.610 -0.956
C: 6.064 2.615 -0.127
C: 5.328 3.158 0.928
C: 4.096 2.792 1.412
C: 3.196 1.788 0.999
N: 2.085 1.494 1.696
C: 2.022 1.930 3.104
C: 1.206 3.194 3.324
C: -0.050 3.095 2.459
N: -0.401 1.679 2.277
C: -1.010 0.977 3.244
C: -1.633 1.632 4.327
C: -2.381 1.161 5.377
C: -2.773 -0.147 5.671
C: -2.398 -1.267 4.981
C: -1.524 -1.392 3.893
C: -0.853 -0.464 3.129
N: 0.055 -0.858 2.142
C: 0.581 -2.241 2.236
C: 1.439 -2.689 1.071
H: 2.968 -1.217 1.538
H: 3.542 -2.861 1.538
H: 3.288 -2.967 -0.961
H: 4.398 -1.711 -0.453
H: 1.535 -1.497 -1.408
H: 2.879 -0.772 -2.180
H: 4.383 0.179 -1.777
H: 6.350 1.314 -1.728
H: 7.046 3.035 -0.310
H: 5.795 3.981 1.455
H: 3.759 3.381 2.253
H: 3.029 2.031 3.506
H: 1.572 1.107 3.658
H: 1.759 4.093 3.047
H: 0.971 3.279 4.387
H: 0.159 3.508 1.478
H: -0.882 3.672 2.854
H: -1.527 2.707 4.322
H: -2.744 1.926 6.054
H: -3.422 -0.287 6.526
H: -2.797 -2.207 5.346
H: -1.352 -2.421 3.616
H: -0.259 -2.931 2.293
H: 1.130 -2.328 3.177
H: 0.911 -2.454 0.148
H: 1.453 -3.780 1.093
C: -1.377 3.969 -1.704
C: -1.110 2.765 -0.871
N: 0.095 2.326 -0.585
O: 1.207 3.024 -1.053
C: -2.204 2.011 -0.342
C: -3.649 2.356 -0.477
N: -1.777 0.973 0.362
O: -2.554 0.252 1.020
H: -0.526 4.632 -1.833
H: -2.179 4.552 -1.251
H: -1.728 3.646 -2.689
H: 0.936 3.512 -1.844
H: -3.905 3.280 0.049
H: -4.243 1.551 -0.051
H: -3.930 2.481 -1.525
C: 0.797 -5.069 -3.423
C: 1.056 -3.820 -3.972
C: 0.552 -2.675 -3.372
C: -0.214 -2.771 -2.210
C: -0.483 -4.023 -1.671
C: 0.024 -5.168 -2.277
As: -0.915 -1.119 -1.424
C: -2.669 -1.658 -0.844
C: -3.826 -1.108 -1.371
C: -5.064 -1.493 -0.868
C: -5.146 -2.411 0.167
C: -3.982 -2.935 0.720
C: -2.747 -2.549 0.224
C: -1.123 -0.156 -3.080
C: -2.007 -0.635 -4.045
C: -2.065 -0.027 -5.290
C: -1.220 1.034 -5.594
C: -0.295 1.471 -4.657
C: -0.242 0.873 -3.401
H: 1.184 -5.963 -3.896
H: 1.641 -3.735 -4.880
H: 0.750 -1.714 -3.829
H: -1.102 -4.138 -0.798
H: -0.201 -6.138 -1.853
H: -3.783 -0.369 -2.158
H: -5.967 -1.067 -1.288
H: -6.112 -2.713 0.551
H: -4.039 -3.639 1.541
H: -1.849 -2.924 0.698
H: -2.631 -1.494 -3.844
H: -2.758 -0.398 -6.034
H: -1.262 1.497 -6.572
H: 0.405 2.260 -4.911
H: 0.523 1.175 -2.699

No. 4
DFT (wB97M-V/def2-TZVPD) results for a molecular structure, C44H48F5IN5O3STeTi in a non-equilibrium geometry.

Frontier orbital gap, eV: 5.755
Energy above the lowest of the compared OMol25 structures with the same formula, charge and spin, kJ/mol: 133.2
Total charge: -1

Geometry (Å):
Ti: 0.106 -0.109 -0.263
C: 5.723 -2.091 2.615
C: 5.377 -0.728 2.007
C: 3.905 -0.462 1.986
C: 3.174 0.281 2.860
C: 3.665 1.055 4.043
C: 3.984 2.509 3.676
C: 1.813 0.241 2.386
C: 0.769 0.899 3.002
C: -0.548 0.883 2.599
C: -1.606 1.567 3.297
C: -1.418 2.515 4.440
C: -1.544 1.835 5.807
C: -2.765 1.211 2.681
C: -2.397 0.341 1.595
C: -3.295 -0.212 0.702
C: -2.931 -0.947 -0.401
N: -1.643 -1.291 -0.720
C: -1.737 -1.991 -1.890
C: -0.687 -2.607 -2.534
C: 0.617 -2.644 -2.086
N: 1.090 -2.031 -0.962
C: 2.432 -2.285 -0.963
C: 3.327 -1.787 -0.046
C: 2.975 -0.965 1.006
N: 1.710 -0.522 1.254
C: 2.811 -3.105 -2.093
C: 1.676 -3.320 -2.802
C: 1.490 -4.104 -4.061
C: 0.925 -5.503 -3.785
C: 4.186 -3.635 -2.349
C: 4.495 -4.853 -1.468
C: -3.104 -2.049 -2.349
C: -3.853 -1.418 -1.407
C: -5.336 -1.229 -1.364
C: -6.021 -2.247 -0.443
C: -3.553 -2.724 -3.604
C: -3.654 -4.246 -3.443
N: -1.044 0.162 1.544
C: -4.158 1.656 2.995
C: -4.965 0.602 3.764
H: 6.800 -2.267 2.589
H: 5.228 -2.895 2.068
H: 5.389 -2.143 3.652
H: 5.771 -0.668 0.989
H: 5.872 0.060 2.578
H: 4.559 0.573 4.444
H: 2.914 1.038 4.836
H: 4.778 2.549 2.929
H: 4.307 3.071 4.555
H: 3.106 2.998 3.249
H: 1.008 1.481 3.882
H: -2.162 3.310 4.361
H: -0.443 2.996 4.349
H: -2.544 1.418 5.937
H: -1.363 2.547 6.615
H: -0.826 1.019 5.900
H: -4.346 0.001 0.844
H: -0.897 -3.085 -3.480
H: 4.372 -2.043 -0.164
H: 2.449 -4.191 -4.574
H: 0.826 -3.554 -4.730
H: 1.607 -6.067 -3.146
H: 0.781 -6.062 -4.712
H: -0.033 -5.434 -3.268
H: 4.927 -2.854 -2.167
H: 4.273 -3.914 -3.400
H: 4.385 -4.598 -0.413
H: 5.510 -5.218 -1.633
H: 3.798 -5.663 -1.687
H: -5.738 -1.329 -2.374
H: -5.568 -0.216 -1.028
H: -5.840 -3.261 -0.800
H: -7.099 -2.080 -0.404
H: -5.623 -2.176 0.571
H: -2.861 -2.476 -4.411
H: -4.530 -2.329 -3.891
H: -2.702 -4.664 -3.114
H: -3.932 -4.721 -4.386
H: -4.406 -4.502 -2.694
H: -4.675 1.905 2.065
H: -4.112 2.573 3.586
H: -5.015 -0.332 3.203
H: -5.983 0.950 3.950
H: -4.495 0.387 4.725
F: 1.010 -0.522 -4.634
Te: 0.402 1.001 -3.613
F: 2.334 1.050 -3.579
F: -1.192 -0.020 -4.184
F: 0.651 1.901 -5.287
F: 0.920 2.623 -2.646
O: 0.395 0.045 -2.062
S: -1.638 2.579 -3.576
C: -1.761 2.051 -2.006
N: -1.694 1.548 -0.967
I: 7.518 3.087 -1.279
C: 5.475 2.954 -0.792
C: 4.903 3.959 -0.027
C: 3.568 3.845 0.326
C: 2.825 2.741 -0.073
C: 3.410 1.766 -0.868
C: 4.744 1.865 -1.232
C: 1.402 2.624 0.399
O: 0.908 3.464 1.121
O: 0.777 1.547 -0.003
H: 5.486 4.813 0.291
H: 3.086 4.602 0.930
H: 2.823 0.936 -1.231
H: 5.190 1.108 -1.863

> Which formula does entry 1 have?

C44H46CeF2N10O9PS2

> Among the records above, which one has the highest total charge?

C44H48AsN6O2Ta